Formula: C52H151N5O21
Source: the Open Molecules 2025 dataset
Level of theory: the ωB97M-V functional and the def2-TZVPD basis

Summary:
E_HOMO: -8.7 eV
Frontier orbital gap: 0.332 hartree
DFT total energy: -3925.1752 a.u.
Relative energy (zero: lowest compared OMol25 entry of this formula, charge and spin): 0.0 kJ/mol
Net charge: 0
Max |F|: 0.067 hartree/bohr

Each line ends with the Löwdin charge.
Element x y z (Å)
1 C -2.170 -0.670 -6.982  -0.061
2 C -2.099 0.328 -8.108  -0.515
3 C -2.771 1.632 -7.800  -0.046
4 O -0.743 0.568 -8.389  -0.046
5 H -1.786 -0.311 -6.027  0.071
6 H -1.614 -1.583 -7.193  0.080
7 H -3.227 -0.898 -6.850  0.070
8 H -2.473 -0.311 -8.908  0.135
9 H -3.035 2.303 -8.618  0.082
10 H -2.135 2.231 -7.147  0.068
11 H -3.653 1.460 -7.183  0.080
12 H -0.656 0.548 -9.345  0.088
13 C 4.259 0.685 -5.224  -0.055
14 C 3.080 1.593 -4.772  -0.425
15 C 1.803 0.796 -4.421  -0.037
16 O 3.451 2.141 -3.505  -0.083
17 H 4.305 0.228 -6.212  0.070
18 H 4.504 -0.176 -4.603  0.067
19 H 5.162 1.295 -5.249  0.073
20 H 2.999 2.493 -5.382  0.121
21 H 1.398 0.256 -5.277  0.079
22 H 1.019 1.449 -4.037  0.056
23 H 1.991 0.066 -3.633  0.056
24 H 4.408 2.205 -3.531  0.075
25 C -0.800 0.085 0.716  -0.030
26 C 0.413 0.809 0.160  -0.494
27 C 0.643 0.628 -1.298  -0.050
28 O 0.170 2.160 0.538  -0.097
29 H -1.238 0.397 1.665  0.073
30 H -0.444 -0.909 0.990  0.064
31 H -1.445 0.201 -0.154  0.070
32 H 1.352 0.567 0.659  0.131
33 H 1.531 1.199 -1.566  0.078
34 H -0.166 1.204 -1.748  0.076
35 H 0.704 -0.423 -1.579  0.066
36 H -0.627 2.566 0.189  0.027
37 C -4.134 -3.399 5.691  -0.047
38 C -4.404 -2.775 4.329  -0.471
39 C -5.835 -2.273 4.176  -0.041
40 O -3.545 -1.669 4.082  -0.070
41 H -3.401 -4.203 5.621  0.068
42 H -5.015 -3.865 6.133  0.074
43 H -3.744 -2.707 6.437  0.068
44 H -4.136 -3.577 3.642  0.120
45 H -6.279 -2.145 3.189  0.069
46 H -5.923 -1.331 4.717  0.071
47 H -6.542 -2.962 4.638  0.073
48 H -2.734 -2.015 3.702  0.039
49 C -5.115 -3.039 0.358  -0.068
50 C -3.992 -3.669 -0.382  -0.483
51 C -2.684 -3.894 0.519  -0.028
52 O -4.355 -4.961 -0.829  -0.041
53 H -6.062 -2.910 -0.166  0.082
54 H -4.823 -2.022 0.621  0.084
55 H -5.350 -3.631 1.242  0.076
56 H -3.721 -2.971 -1.174  0.118
57 H -2.937 -4.682 1.228  0.069
58 H -2.440 -2.964 1.032  0.062
59 H -1.837 -4.286 -0.045  0.056
60 H -3.680 -5.144 -1.486  0.085
61 C -1.932 2.686 -4.231  -0.042
62 C -3.004 3.716 -3.979  -0.465
63 C -2.848 4.926 -4.925  -0.034
64 O -4.304 3.181 -4.225  -0.064
65 H -1.799 1.986 -3.407  0.062
66 H -0.931 3.102 -4.343  0.069
67 H -2.079 1.983 -5.051  0.058
68 H -3.008 4.046 -2.940  0.111
69 H -1.846 5.346 -4.846  0.066
70 H -3.608 5.612 -4.552  0.079
71 H -3.034 4.712 -5.978  0.077
72 H -4.380 2.292 -3.871  0.022
73 C 3.740 -2.528 -1.811  -0.055
74 C 2.908 -3.687 -1.421  -0.453
75 C 2.020 -3.373 -0.166  -0.016
76 O 2.056 -4.031 -2.497  -0.069
77 H 4.262 -2.702 -2.751  0.073
78 H 4.518 -2.275 -1.090  0.078
79 H 3.261 -1.576 -2.038  0.074
80 H 3.493 -4.577 -1.187  0.126
81 H 1.219 -4.104 -0.047  0.071
82 H 1.533 -2.402 -0.257  0.061
83 H 2.520 -3.308 0.801  0.062
84 H 2.631 -4.437 -3.149  0.044
85 C -0.283 3.677 4.015  -0.041
86 C 1.102 3.421 4.431  -0.498
87 C 1.681 2.226 3.664  -0.030
88 O 1.954 4.515 4.337  -0.040
89 H -0.352 3.409 2.961  0.082
90 H -0.477 4.743 3.902  0.066
91 H -1.104 3.321 4.638  0.089
92 H 1.004 3.200 5.494  0.137
93 H 2.664 1.911 4.014  0.076
94 H 1.801 2.452 2.605  0.059
95 H 1.024 1.370 3.819  0.082
96 H 2.816 4.427 4.750  0.120
97 C 5.470 -7.253 1.803  -0.045
98 C 5.923 -6.214 0.656  -0.398
99 C 6.242 -4.777 1.087  -0.135
100 O 5.063 -4.309 1.878  -0.234
101 C 5.168 -3.085 2.615  -0.102
102 N 7.083 -6.886 0.044  0.012
103 H 6.309 -7.540 2.437  0.072
104 H 4.771 -8.062 1.591  0.070
105 H 4.833 -6.600 2.399  0.049
106 H 5.145 -6.035 -0.087  0.114
107 H 6.322 -4.144 0.204  0.120
108 H 7.112 -4.792 1.744  0.121
109 H 5.582 -2.333 1.943  0.080
110 H 5.741 -3.102 3.542  0.084
111 H 4.127 -2.853 2.840  0.063
112 H 6.862 -7.868 -0.037  0.065
113 H 7.771 -6.735 0.768  0.057
114 C -5.592 2.785 4.473  -0.051
115 C -4.130 2.143 4.427  -0.365
116 C -3.857 1.155 5.613  -0.184
117 O -3.750 1.883 6.827  -0.167
118 C -3.280 1.133 7.869  -0.151
119 N -3.938 1.458 3.130  0.062
120 H -5.693 3.425 5.349  0.069
121 H -6.345 1.998 4.505  0.064
122 H -5.809 3.323 3.549  0.049
123 H -3.480 3.016 4.491  0.098
124 H -2.965 0.570 5.390  0.109
125 H -4.664 0.426 5.690  0.111
126 H -4.066 0.556 8.357  0.089
127 H -2.954 1.808 8.659  0.087
128 H -2.407 0.504 7.696  0.071
129 H -4.022 0.461 3.262  0.038
130 H -3.028 1.562 2.704  0.050
131 C -0.737 -2.014 7.508  -0.061
132 C 0.266 -3.125 7.602  -0.469
133 C 1.622 -2.950 6.994  -0.160
134 O 1.606 -2.269 5.718  -0.227
135 C 2.791 -1.629 5.177  -0.066
136 N 0.480 -3.436 9.011  0.042
137 H -0.319 -1.130 7.989  0.087
138 H -1.663 -2.305 8.003  0.082
139 H -0.985 -1.827 6.463  0.067
140 H -0.172 -3.984 7.094  0.129
141 H 2.232 -3.829 6.780  0.136
142 H 2.146 -2.237 7.630  0.121
143 H 2.590 -0.933 4.362  0.080
144 H 3.566 -2.287 4.785  0.054
145 H 3.320 -1.056 5.937  0.085
146 H -0.421 -3.603 9.436  0.072
147 H 0.735 -2.530 9.377  0.066
148 C 3.341 -2.555 -6.104  -0.071
149 C 2.523 -3.804 -5.982  -0.413
150 C 2.217 -4.487 -7.348  -0.156
151 O 1.168 -3.674 -7.957  -0.223
152 C 0.891 -3.868 -9.294  -0.115
153 N 3.274 -4.721 -5.109  0.042
154 H 2.919 -1.814 -6.782  0.081
155 H 4.314 -2.806 -6.528  0.087
156 H 3.472 -1.995 -5.178  0.051
157 H 1.555 -3.507 -5.579  0.140
158 H 1.960 -5.544 -7.272  0.118
159 H 3.109 -4.504 -7.974  0.120
160 H 0.711 -4.943 -9.270  0.093
161 H 1.787 -3.517 -9.806  0.089
162 H 0.065 -3.217 -9.580  0.089
163 H 2.629 -5.497 -5.081  0.076
164 H 3.939 -5.183 -5.714  0.079
165 C -0.117 7.118 -0.998  -0.070
166 C -0.480 5.763 -1.496  -0.440
167 C 0.606 4.987 -2.218  -0.173
168 O 0.689 5.589 -3.503  -0.209
169 C 1.716 5.100 -4.387  -0.065
170 N -0.861 5.134 -0.265  0.061
171 H 0.289 7.590 -1.893  0.082
172 H 0.699 7.134 -0.275  0.087
173 H -0.936 7.658 -0.524  0.088
174 H -1.261 5.885 -2.246  0.139
175 H 0.343 3.939 -2.361  0.117
176 H 1.475 5.088 -1.567  0.123
177 H 1.444 5.497 -5.364  0.088
178 H 1.863 4.020 -4.413  0.056
179 H 2.594 5.658 -4.061  0.090
180 H -0.128 5.394 0.381  0.077
181 H -1.715 5.585 0.030  0.056
182 C -3.646 2.082 -0.813  -0.115
183 O -2.448 2.694 -0.360  -0.165
184 H -4.159 1.839 0.118  0.074
185 H -4.186 2.699 -1.532  0.075
186 H -3.370 1.163 -1.331  0.062
187 H -2.326 3.614 -0.607  0.034
188 C -0.686 -2.659 -3.090  -0.164
189 O -0.836 -3.981 -2.607  -0.123
190 H -1.089 -2.020 -2.305  0.060
191 H 0.315 -2.231 -3.152  0.058
192 H -1.208 -2.496 -4.033  0.073
193 H -0.046 -4.197 -2.106  0.034
194 C 6.511 1.669 2.215  -0.214
195 O 6.566 1.110 3.450  -0.095
196 H 5.855 2.537 2.152  0.077
197 H 7.436 1.979 1.729  0.076
198 H 6.247 0.862 1.531  0.072
199 H 7.068 0.294 3.387  0.081
200 C 3.309 3.757 0.523  -0.177
201 O 3.565 4.718 1.508  -0.110
202 H 3.888 2.857 0.729  0.060
203 H 2.256 3.476 0.524  0.058
204 H 3.636 4.103 -0.458  0.078
205 H 2.956 4.536 2.227  0.035
206 C -0.051 7.537 3.009  -0.188
207 O 1.170 6.908 3.204  -0.107
208 H -0.594 7.158 2.143  0.046
209 H -0.739 7.324 3.828  0.078
210 H 0.108 8.595 2.800  0.086
211 H 0.970 6.061 3.609  0.016
212 C -4.342 -0.916 -3.913  -0.122
213 O -4.679 0.436 -3.700  -0.137
214 H -4.954 -1.606 -3.333  0.081
215 H -4.487 -1.136 -4.971  0.068
216 H -3.283 -0.962 -3.659  0.073
217 H -5.610 0.565 -3.895  0.095
218 C -3.527 5.137 2.632  -0.110
219 O -3.343 6.136 1.578  -0.147
220 H -4.339 4.516 2.255  0.071
221 H -2.579 4.598 2.627  0.053
222 H -3.607 5.463 3.669  0.085
223 H -3.662 7.016 1.794  0.073
224 C -0.609 -3.707 3.740  -0.120
225 O -0.853 -2.307 3.693  -0.140
226 H -0.396 -4.050 4.753  0.071
227 H -1.475 -4.313 3.475  0.070
228 H 0.143 -3.847 2.964  0.084
229 H -0.203 -1.962 4.310  0.052